(w)
DFT (ωB97M-V/def2-TZVPD) results for a structure of composition C5H15NO2.

The highest occupied orbital energy is -0.3033 Eh. As for the multiplicity: 1. As for the LUMO energy: -3.9 eV. The total charge is 0.

Geometry (Å):
1 C 1.014 -0.793 -0.859
2 C 0.205 -1.149 0.442
3 C -1.015 -0.445 0.522
4 C -2.185 -1.076 0.301
5 C -1.105 0.982 0.796
6 N 0.656 -1.684 -2.109
7 H 0.913 0.322 -1.090
8 H 2.125 -0.926 -0.753
9 H -0.012 -2.232 0.421
10 H 0.796 -0.845 1.321
11 H -3.107 -0.534 -0.045
12 H -2.194 -2.187 0.260
13 H -2.093 1.424 0.634
14 H -0.399 1.493 0.128
15 H -0.676 1.402 1.741
16 H -1.629 -0.291 -1.683
17 H 1.450 -2.363 -2.013
18 H 1.422 3.341 -0.274
19 H 2.160 0.775 1.318
20 O 1.616 1.386 1.838
21 H -0.329 -1.034 -1.517
22 H 1.274 2.023 0.938
23 O 1.112 2.411 -0.318



(x)
DFT (ωB97M-V/def2-TZVPD) results for a cluster of 2 separate species, C5H15NO2 in total.

The SMILES is CN[C@H](C)CCO.O. The highest occupied orbital energy is -0.3034 Eh. As for the multiplicity: 1. As for the LUMO energy: 0.6 eV. The total charge is 0.

Geometry (Å):
1 C 1.193 -1.708 -0.792
2 N 0.536 -0.452 -1.035
3 C 0.111 0.357 0.085
4 C 0.008 1.860 -0.246
5 C 0.795 2.731 0.710
6 O 0.628 2.459 2.123
7 C -1.155 -0.135 0.819
8 H 2.092 -1.789 -1.399
9 H 1.405 -1.871 0.263
10 H 0.581 -2.599 -0.971
11 H -0.068 -0.392 -1.843
12 H 0.947 0.218 0.782
13 H 0.438 2.044 -1.218
14 H -1.044 2.128 -0.259
15 H 1.866 2.646 0.517
16 H 0.570 3.794 0.599
17 H 0.226 1.584 2.161
18 H -1.168 0.244 1.841
19 H -1.118 -1.196 0.967
20 H -2.043 0.227 0.301
21 H -1.432 -4.224 -1.154
22 H -1.950 -2.626 -1.337
23 O -1.418 -3.299 -0.917



(y)
DFT (ωB97M-V/def2-TZVPD) results for a cluster of 2 separate species, C5H15NO2 in total.

The SMILES is CC(C)(C)O.CON. The highest occupied orbital energy is -0.3553 Eh. As for the multiplicity: 1. As for the LUMO energy: 0.9 eV. The total charge is 0.

Geometry (Å):
1 C 0.087 -0.641 1.100
2 C 0.581 0.809 1.014
3 C 1.025 -1.468 1.981
4 C -1.341 -0.671 1.663
5 O 0.114 -1.251 -0.182
6 H -0.411 -0.716 -0.803
7 H -1.361 -0.269 2.674
8 H -2.001 -0.068 1.040
9 H 1.612 0.829 0.666
10 H -0.033 1.385 0.322
11 H 0.539 1.283 1.992
12 H 2.015 -1.500 1.533
13 H 1.097 -1.037 2.976
14 H 0.653 -2.486 2.060
15 H -1.717 -1.692 1.678
16 C 0.782 0.402 -2.699
17 N -1.073 1.703 -1.964
18 O -0.661 0.400 -2.392
19 H -1.292 2.233 -2.808
20 H -1.940 1.545 -1.458
21 H 0.937 1.120 -3.514
22 H 1.412 0.705 -1.858
23 H 0.977 -0.615 -3.023



Most stable structure: (x)



(w)
DFT (ωB97M-V/def2-TZVPD) results for a cluster of 2 separate species, C5H15NO2 in total.

The SMILES is CCCCNCO.O. The highest occupied orbital energy is -0.3178 Eh. As for the multiplicity: 1. As for the LUMO energy: 0.6 eV. The total charge is 0.

Geometry (Å):
1 C -1.073 -0.990 0.325
2 N -1.547 0.326 -0.074
3 C -1.447 1.417 0.898
4 O -1.494 2.652 0.166
5 C 0.166 -1.466 -0.444
6 C 1.509 -0.752 -0.221
7 C 2.031 -1.272 1.277
8 H -1.927 -1.705 0.242
9 H -0.937 -0.821 1.415
10 H -1.127 0.696 -0.916
11 H -2.291 1.318 1.564
12 H -0.501 1.615 1.516
13 H -2.004 2.486 -0.634
14 H 0.222 -2.550 -0.178
15 H -0.179 -1.431 -1.477
16 H 1.298 0.309 -0.305
17 H 2.336 -1.049 -0.869
18 H 3.070 -1.596 1.102
19 H 1.419 -2.098 1.610
20 H 2.075 -0.400 1.998
21 H 0.873 1.672 -2.232
22 H -0.444 2.257 -2.333
23 O -0.028 1.381 -2.429



(x)
DFT (ωB97M-V/def2-TZVPD) results for a structure of composition C5H15NO2.

The highest occupied orbital energy is -0.2807 Eh. As for the multiplicity: 1. As for the LUMO energy: -3.4 eV. The total charge is 0.

Geometry (Å):
1 C 0.280 0.211 -1.546
2 C -0.406 -1.130 -1.164
3 C -1.819 -0.882 -0.484
4 C -1.848 -0.187 0.784
5 C -2.959 0.114 1.535
6 N 0.678 -1.536 -0.260
7 H 0.554 0.663 -0.578
8 H 1.247 0.039 -2.086
9 H -0.443 0.863 -2.058
10 H -0.612 -1.924 -1.874
11 H -2.661 -1.228 -1.079
12 H 0.019 3.569 0.322
13 H -0.819 0.122 1.066
14 H -3.024 0.607 2.487
15 H -3.827 -0.095 0.963
16 H 0.497 -2.454 0.144
17 H 1.684 -1.199 -0.389
18 H 2.378 0.527 0.827
19 H 1.809 0.769 2.366
20 O 1.716 0.991 1.398
21 H 0.578 3.100 0.052
22 H 3.955 -0.524 -0.124
23 O 3.025 -0.416 -0.305



(y)
DFT (ωB97M-V/def2-TZVPD) results for a cluster of 3 separate species, C5H15NO2 in total.

The SMILES is CC(C)=C(C)N.O.O. The highest occupied orbital energy is -0.2758 Eh. As for the multiplicity: 1. As for the LUMO energy: 0.6 eV. The total charge is 0.

Geometry (Å):
1 C -0.244 -1.738 0.011
2 N 0.160 1.016 0.792
3 C -0.428 0.685 -0.455
4 C -0.529 -0.576 -0.888
5 C -0.948 -0.867 -2.309
6 C -0.836 1.902 -1.248
7 H 0.516 -1.654 0.792
8 H -0.270 -2.728 -0.461
9 H -1.142 -1.816 0.687
10 H 0.734 0.387 1.314
11 H 0.455 1.974 0.754
12 H -1.689 -0.119 -2.587
13 H -1.457 -1.863 -2.322
14 H -0.029 -0.952 -2.924
15 H -0.433 2.849 -0.917
16 H -0.524 1.904 -2.306
17 H -1.926 1.845 -1.164
18 H 2.184 0.490 -0.513
19 H 3.604 0.871 -0.299
20 O 2.752 0.910 0.143
21 H -0.223 -0.848 2.485
22 H -0.095 -1.032 3.985
23 O -0.633 -1.295 3.222



(z)
DFT (ωB97M-V/def2-TZVPD) results for a cluster of 2 separate species, C5H15NO2 in total.

The SMILES is CCCNCCO.O. The highest occupied orbital energy is -0.3445 Eh. As for the multiplicity: 1. As for the LUMO energy: 0.7 eV. The total charge is 0.

Geometry (Å):
1 C -1.932 0.338 0.279
2 C -2.606 1.677 -0.039
3 C -0.713 0.138 -0.629
4 N 0.446 0.960 -0.183
5 C 1.318 0.172 0.710
6 C 2.592 -0.235 -0.029
7 O 3.068 0.873 -0.827
8 H -2.650 -0.489 0.229
9 H -1.662 0.345 1.339
10 H -3.422 1.909 0.652
11 H -1.868 2.445 0.193
12 H -3.042 1.717 -1.035
13 H -0.469 -0.915 -0.724
14 H -0.951 0.550 -1.613
15 H 0.175 1.768 0.357
16 H 1.628 0.793 1.553
17 H 0.874 -0.728 1.118
18 H 3.475 -0.357 0.602
19 H 2.475 -1.088 -0.708
20 H 2.285 1.166 -1.276
21 H -0.151 -3.624 -0.592
22 H 1.034 -3.587 0.319
23 O 0.094 -3.827 0.305



Most stable structure: (z)



(w)
DFT (ωB97M-V/def2-TZVPD) results for an isolated molecule of C2H5NOS2.

The SMILES is CSC(=S)NO. The highest occupied orbital energy is -0.3337 Eh. As for the multiplicity: 1. As for the LUMO energy: 0.5 eV. The total charge is 0.

Geometry (Å):
1 C 0.852 -1.749 -0.943
2 C -0.297 0.546 0.208
3 H 1.929 -2.191 -1.081
4 H 0.182 -2.637 -0.503
5 H 0.381 -1.242 -1.892
6 H 0.735 1.514 1.563
7 H -2.017 2.054 0.757
8 N -0.339 1.274 1.272
9 O -1.093 2.400 1.277
10 S 1.152 -0.537 0.261
11 S -1.486 0.568 -0.919



(x)
DFT (ωB97M-V/def2-TZVPD) results for an isolated molecule of C2H5NOS2.

The SMILES is CSC(=S)NO. The highest occupied orbital energy is -0.3129 Eh. As for the multiplicity: 1. As for the LUMO energy: 0.6 eV. The total charge is 0.

Geometry (Å):
1 C 2.454 0.109 -0.142
2 C -0.326 0.050 -0.101
3 H 3.303 0.802 -0.051
4 H 2.464 -0.402 0.832
5 H 2.547 -0.621 -0.984
6 H -1.766 1.669 -0.209
7 H -2.443 -0.344 1.359
8 N -1.511 0.695 0.050
9 O -2.600 -0.131 0.413
10 S 1.029 1.213 -0.246
11 S -0.123 -1.580 0.050



(y)
DFT (ωB97M-V/def2-TZVPD) results for an isolated molecule of C2H5NOS2.

The SMILES is COC(=S)NS. The highest occupied orbital energy is -0.3161 Eh. As for the multiplicity: 1. As for the LUMO energy: 0.2 eV. The total charge is 0.

Geometry (Å):
1 C 0.418 -1.944 0.693
2 C -0.383 0.269 0.465
3 H 1.383 -1.488 1.032
4 H 0.543 -2.436 -0.274
5 H 0.067 -2.731 1.373
6 H 0.847 1.600 -0.364
7 H 2.162 -0.631 -1.433
8 N 0.688 0.598 -0.336
9 O -0.655 -1.026 0.652
10 S -1.273 1.450 1.224
11 S 0.974 -0.215 -1.858



Most stable structure: (y)



(w)
DFT (ωB97M-V/def2-TZVPD) results for a cluster of 2 separate species, C4H8NO3 in total.

The highest occupied orbital energy is -0.1583 Eh. As for the multiplicity: 1. As for the LUMO energy: 4.0 eV. The total charge is -1.

Geometry (Å):
1 N -1.208 -2.760 1.842
2 C -0.780 -1.692 1.027
3 O -1.711 -1.060 0.452
4 O 0.441 -1.495 0.955
5 H -0.511 -3.115 2.468
6 H -2.176 -2.818 2.093
7 C 2.572 2.316 -1.187
8 C 1.065 2.252 -1.048
9 C 0.399 1.101 -0.975
10 O -0.942 1.017 -0.862
11 H 3.042 1.651 -0.473
12 H 2.905 2.034 -2.191
13 H 2.952 3.317 -0.963
14 H 0.493 3.176 -1.010
15 H 0.920 0.148 -1.035
16 H -1.180 0.227 -0.269



(x)
DFT (ωB97M-V/def2-TZVPD) results for the ion C4H8NO3 with charge -1.

The SMILES is O=C[C@@H](CO)NC[O-]. The highest occupied orbital energy is -0.1129 Eh. As for the multiplicity: 1. As for the LUMO energy: 3.8 eV. The total charge is -1.

Geometry (Å):
1 O -0.338 -1.894 0.966
2 C 0.384 -1.244 0.224
3 C -0.145 -0.067 -0.609
4 C -1.535 0.339 -0.079
5 O -2.538 -0.313 -0.978
6 N 0.691 1.084 -0.808
7 C 1.471 1.440 0.500
8 O 2.214 0.407 0.907
9 H 1.445 -1.493 0.260
10 H -0.446 -0.463 -1.592
11 H -1.825 -0.145 0.856
12 H -1.670 1.416 -0.046
13 H -3.153 -0.729 -0.398
14 H 1.403 0.915 -1.510
15 H 0.699 1.796 1.211
16 H 2.107 2.267 0.179



Most stable structure: (w)



(w)
DFT (ωB97M-V/def2-TZVPD) results for a cluster of 2 separate species, C4H8NO3 in total.

The highest occupied orbital energy is -0.0940 Eh. As for the multiplicity: 1. As for the LUMO energy: 3.4 eV. The total charge is -1.

Geometry (Å):
1 C 0.355 2.037 1.053
2 C 0.547 0.897 0.374
3 C -0.500 0.170 -0.398
4 O -0.155 -1.252 -0.537
5 C -0.022 -1.882 0.645
6 N 1.270 -2.464 0.864
7 O -0.899 -1.992 1.451
8 H -0.519 2.256 1.655
9 H 1.141 2.789 1.051
10 H 1.554 0.478 0.323
11 H -1.504 0.262 0.012
12 H -0.495 0.604 -1.409
13 H 1.901 -1.737 1.188
14 H 1.621 -2.742 -0.049
15 O -1.842 1.570 -2.866
16 H -2.451 1.006 -3.357



(x)
DFT (ωB97M-V/def2-TZVPD) results for a cluster of 2 separate species, C4H8NO3 in total.

The highest occupied orbital energy is -0.1259 Eh. As for the multiplicity: 1. As for the LUMO energy: 1.2 eV. The total charge is -1.

Geometry (Å):
1 C 1.983 -0.299 0.450
2 O 1.878 -1.315 1.147
3 C 0.441 0.601 0.342
4 C -0.628 -0.425 -0.027
5 C -0.630 -0.675 -1.490
6 O -3.076 -0.271 1.045
7 O -0.404 -1.741 -2.011
8 N 0.510 1.566 -0.541
9 H 2.190 -0.457 -0.630
10 H 2.759 0.453 0.746
11 H 0.130 1.021 1.316
12 H -0.541 -1.374 0.480
13 H -1.606 0.087 0.292
14 H -0.874 0.144 -2.179
15 H 1.324 2.172 -0.405
16 H -3.456 0.511 1.465



Most stable structure: (w)



(w)
DFT (ωB97M-V/def2-TZVPD) results for an isolated molecule of C21H21N3O3.

The SMILES is C=CC(=O)N1CC(COc2cc(-c3ccc(O)cc3C)cn3cncc23)C1. The highest occupied orbital energy is -0.2948 Eh. As for the multiplicity: 1. As for the LUMO energy: 0.4 eV. The total charge is 0.

Geometry (Å):
1 O 1.861 -2.351 5.456
2 N -4.051 -0.490 0.433
3 O 2.699 4.492 -5.089
4 O 0.055 -2.155 -0.229
5 C 0.726 -2.112 5.060
6 C -3.717 0.656 -0.091
7 C -0.262 -3.313 7.008
8 C -2.920 -1.359 0.392
9 C -0.445 -2.561 5.821
10 C 0.191 -0.123 -1.505
11 C -0.484 -0.957 -0.688
12 C -0.505 1.116 -1.916
13 C -1.744 1.414 -1.435
14 C -1.859 -0.694 -0.214
15 C 1.714 3.933 -3.003
16 C 0.882 3.021 -2.194
17 C 1.237 2.627 -4.877
18 C 1.983 3.626 -4.300
19 C 0.235 1.998 -2.806
20 C 0.442 1.714 -4.144
21 N -2.425 0.502 -0.588
22 N 0.616 -1.313 3.956
23 C -0.181 0.500 -4.889
24 C 1.151 -1.860 0.619
25 C -0.332 -1.501 2.845
26 C 1.726 -1.116 3.060
27 C 0.789 -1.015 1.961
28 H 2.529 4.053 -5.903
29 H -4.361 1.525 0.049
30 H 0.646 -3.821 7.273
31 H -1.211 -3.467 7.655
32 H -2.822 -2.370 0.750
33 H -1.399 -2.126 5.666
34 H 1.208 -0.406 -1.923
35 H -2.143 2.486 -1.554
36 H 2.206 4.866 -2.630
37 H 0.635 3.196 -1.129
38 H 1.147 2.428 -5.932
39 H -0.471 -0.261 -4.159
40 H -1.018 0.864 -5.511
41 H 0.533 0.137 -5.618
42 H 1.626 -2.804 0.861
43 H 1.933 -1.441 -0.092
44 H -1.258 -0.910 2.898
45 H -0.534 -2.535 2.550
46 H 2.507 -1.917 3.040
47 H 2.272 -0.214 3.372
48 H 0.596 0.037 1.694



(x)
DFT (ωB97M-V/def2-TZVPD) results for an isolated molecule of C21H21N3O3.

The SMILES is CC(C)c1cc(C(=O)N2Cc3ccccc3C2)c(O)c2c1[C@H]1C=NN[C@H]1O2. The highest occupied orbital energy is -0.3022 Eh. As for the multiplicity: 1. As for the LUMO energy: 0.5 eV. The total charge is 0.

Geometry (Å):
1 O -0.321 2.048 3.096
2 N -4.759 -3.467 2.954
3 O -2.965 1.663 2.869
4 O -4.680 -0.352 2.111
5 C -0.276 1.603 1.951
6 C -4.022 -3.534 1.842
7 C 3.034 4.108 -2.274
8 C 3.678 4.715 -1.188
9 C 2.036 3.169 -2.125
10 C 3.202 4.514 0.075
11 C -0.786 -0.621 0.815
12 C -2.493 0.632 2.075
13 C -3.383 -0.371 1.697
14 C -1.170 0.530 1.557
15 C 1.661 2.918 -0.795
16 C 2.200 3.591 0.258
17 C -2.998 -1.503 1.023
18 C -1.673 -1.666 0.508
19 N 0.578 2.212 1.080
20 N -5.504 -2.352 2.912
21 C 0.625 1.947 -0.353
22 C 1.518 3.209 1.507
23 C 0.082 -3.476 0.370
24 C -0.980 -2.635 -1.787
25 C -4.175 -2.374 0.974
26 C -5.249 -1.574 1.716
27 C -1.208 -2.917 -0.275
28 H -2.195 2.090 3.305
29 H -3.326 -4.330 1.693
30 H 3.377 4.344 -3.282
31 H 4.517 5.374 -1.322
32 H 1.559 2.691 -2.949
33 H 3.663 5.104 0.887
34 H 0.233 -0.692 0.474
35 H -5.667 -1.863 3.789
36 H 0.932 0.916 -0.638
37 H -0.361 2.177 -0.829
38 H 2.240 2.798 2.228
39 H 1.032 4.075 1.958
40 H -0.072 -3.649 1.433
41 H 0.926 -2.772 0.274
42 H 0.311 -4.418 -0.126
43 H -1.952 -2.379 -2.251
44 H -0.288 -1.791 -1.976
45 H -0.633 -3.604 -2.259
46 H -4.502 -2.707 -0.020
47 H -6.175 -1.394 1.143
48 H -1.997 -3.692 -0.237



Most stable structure: (x)